Record 1
ORCA calculation (ωB97M-V with the def2-TZVPD basis set) on 6 unconnected molecules or ions with the total composition C50H59BIN8O14.

Output
Kohn-Sham gap = 7.85 eV
LUMO level = -3.06 eV
Net charge = +1

```
133
Properties=species:S:1:pos:R:3:lowdin_charge:R:1
C -2.850 -0.835 0.242 0.1487
C -2.660 0.125 -0.441 -0.1218
C -2.540 1.352 -1.252 -0.3055
C -2.278 2.514 -0.255 -0.1079
C -1.113 2.284 0.692 -0.7637
O 0.009 2.589 0.429 0.0038
I -1.449 1.444 2.661 0.9585
C -3.904 1.511 -2.022 -0.1821
C -4.715 2.779 -1.694 -0.1413
C -4.182 4.105 -2.276 -0.1507
N -5.254 4.861 -2.943 -0.1045
C -4.705 5.785 -3.958 -0.2070
C -4.527 5.014 -5.287 -0.0630
C -6.087 5.548 -1.996 -0.4664
C -7.317 4.869 -1.471 0.0179
O -5.821 6.676 -1.659 0.1182
C -3.834 1.377 -3.552 -0.0398
N -2.603 1.898 -4.229 0.1309
C -1.375 2.065 -3.381 -0.2182
C -0.175 1.986 -4.331 -0.0294
C 1.142 2.504 -3.782 -0.4216
O 2.105 2.487 -4.506 0.1431
N 1.184 3.024 -2.450 -0.1812
C 1.471 4.475 -2.516 -0.0450
C 2.264 2.364 -1.704 -0.0685
C -1.298 1.117 -2.191 -0.0870
B -1.059 -0.426 -2.561 -0.4800
C -1.760 -1.208 -3.760 0.0319
O -0.150 -1.106 -1.799 0.1632
H -2.989 -1.489 1.073 0.0603
H -2.070 3.425 -0.816 0.1225
H -3.150 2.676 0.374 0.1065
H -4.524 0.682 -1.695 0.1367
H -5.691 2.617 -2.151 0.1178
H -4.918 2.872 -0.634 0.0886
H -3.820 4.724 -1.445 0.1325
H -3.347 3.986 -2.962 0.0958
H -3.751 6.169 -3.597 0.1191
H -5.399 6.600 -4.127 0.1200
H -4.758 5.635 -6.146 0.0768
H -5.198 4.158 -5.251 0.0709
H -3.495 4.656 -5.348 0.0490
H -7.811 5.565 -0.800 0.0898
H -8.020 4.638 -2.271 0.0935
H -7.109 3.948 -0.930 0.0724
H -3.981 0.353 -3.874 0.1229
H -4.675 1.929 -3.967 0.1329
H -2.369 1.268 -5.002 0.1538
H -2.810 2.792 -4.675 0.1423
H -1.367 3.082 -2.985 0.1490
H -0.407 2.632 -5.184 0.1429
H -0.059 0.988 -4.748 0.1066
H 0.991 4.996 -1.690 0.0874
H 1.134 4.901 -3.460 0.0921
H 2.544 4.664 -2.444 0.0915
H 2.311 2.800 -0.710 0.0855
H 2.092 1.293 -1.609 0.0922
H 3.238 2.532 -2.172 0.0925
H -0.410 1.435 -1.648 0.1203
H -1.630 -0.700 -4.720 0.0379
H -1.307 -2.195 -3.855 0.0766
H -2.814 -1.384 -3.550 0.0741
H 0.432 -1.651 -2.341 0.1168
C 3.498 -0.974 5.228 -0.0589
C 2.283 -0.921 4.554 -0.0538
C 1.130 -0.556 5.230 -0.0228
C 1.209 -0.244 6.573 -0.1520
C 2.405 -0.295 7.265 -0.0034
C 3.554 -0.664 6.582 -0.0540
N -0.014 0.165 7.277 -0.3537
O -1.053 0.183 6.642 0.0527
O 0.079 0.465 8.449 0.0831
H 4.408 -1.258 4.704 0.0633
H 2.238 -1.162 3.501 0.1063
H 0.185 -0.514 4.711 0.0692
H 2.447 -0.051 8.316 0.1190
H 4.498 -0.708 7.108 0.1102
C 0.825 -4.303 -8.409 -0.0547
C 1.643 -3.277 -7.953 -0.0550
C 1.097 -2.048 -7.625 0.0011
C -0.270 -1.871 -7.758 -0.1536
C -1.100 -2.878 -8.217 0.0014
C -0.543 -4.103 -8.544 -0.0541
N -0.855 -0.579 -7.392 -0.3470
O -0.108 0.300 -7.001 0.0578
O -2.062 -0.446 -7.479 0.0652
H 1.256 -5.263 -8.661 0.1134
H 2.707 -3.436 -7.851 0.1132
H 1.729 -1.247 -7.271 0.1218
H -2.163 -2.718 -8.319 0.1210
H -1.176 -4.902 -8.903 0.1135
C -9.172 -0.807 3.507 -0.0590
C -9.141 -0.567 2.139 -0.0604
C -8.020 0.003 1.561 -0.0056
C -6.941 0.322 2.367 -0.1459
C -6.957 0.096 3.732 0.0053
C -8.084 -0.472 4.302 -0.0534
N -5.740 0.908 1.761 -0.3210
O -5.753 1.119 0.557 0.0469
O -4.801 1.148 2.486 0.0214
H -10.048 -1.257 3.955 0.1119
H -9.990 -0.827 1.523 0.1106
H -7.991 0.192 0.498 0.1153
H -6.107 0.356 4.347 0.1238
H -8.111 -0.657 5.366 0.1136
C 9.636 -3.736 1.356 -0.0605
C 8.448 -3.720 0.634 -0.0642
C 7.263 -3.363 1.254 -0.0061
C 7.289 -3.022 2.595 -0.1455
C 8.460 -3.037 3.329 -0.0030
C 9.639 -3.399 2.702 -0.0521
N 6.040 -2.623 3.256 -0.3307
O 5.018 -2.632 2.600 0.0809
O 6.099 -2.305 4.430 0.0566
H 10.561 -4.013 0.867 0.1101
H 8.447 -3.985 -0.414 0.1078
H 6.338 -3.350 0.698 0.1166
H 8.467 -2.770 4.376 0.1133
H 10.562 -3.414 3.266 0.1111
C 6.605 -5.961 8.710 -0.0681
C 6.832 -5.763 7.354 -0.0627
C 8.021 -5.197 6.925 -0.0046
C 8.969 -4.839 7.866 -0.1455
C 8.758 -5.022 9.220 -0.0009
C 7.565 -5.588 9.641 -0.0619
N 10.241 -4.255 7.415 -0.3501
O 10.390 -4.086 6.219 0.0587
O 11.066 -3.977 8.256 0.0911
H 5.678 -6.408 9.041 0.1081
H 6.083 -6.053 6.630 0.1083
H 8.202 -5.041 5.871 0.1091
H 9.509 -4.733 9.940 0.1209
H 7.386 -5.740 10.696 0.1097
```

---

Record 2
ORCA calculation (ωB97M-V with the def2-TZVPD basis set) on a molecular structure, C50H60BaN2OP2S2.

Output
Kohn-Sham gap = 3.64 eV
LUMO level = -0.16 eV

```
118
Properties=species:S:1:pos:R:3:lowdin_charge:R:1
Ba 13.009 13.637 10.910 1.3463
C 15.594 10.425 10.451 -0.3132
N 16.752 10.983 11.089 -0.1717
C 16.868 12.206 11.901 -0.2256
P 16.269 13.882 10.976 0.9588
C 17.150 15.259 11.740 -0.3807
C 17.126 15.374 13.157 -0.0873
C 17.750 16.464 13.784 -0.0764
C 18.337 17.484 13.047 -0.1021
C 18.301 17.425 11.689 -0.1023
C 17.688 16.369 11.007 -0.0914
C 17.060 13.795 9.398 -0.4496
C 18.453 13.783 9.279 -0.0972
C 19.066 13.786 8.039 -0.0764
C 18.311 13.664 6.890 -0.0771
C 16.926 13.669 6.967 -0.0575
C 16.335 13.704 8.229 -0.1084
C 17.951 10.327 10.803 -0.2331
C 18.133 9.695 9.514 -0.0311
C 19.258 8.973 9.231 -0.1134
C 20.312 8.879 10.118 -0.1029
C 20.171 9.531 11.347 -0.0948
C 19.006 10.175 11.725 -0.0390
P 13.865 10.552 11.314 0.9701
C 14.162 9.935 13.013 -0.3908
C 14.045 10.872 14.061 -0.1064
C 14.372 10.503 15.376 -0.0706
C 14.729 9.174 15.622 -0.0841
C 14.967 8.282 14.582 -0.0758
C 14.697 8.683 13.290 -0.1018
C 12.943 9.174 10.572 -0.3702
C 12.366 8.108 11.279 -0.0866
C 11.992 6.927 10.633 -0.0709
C 12.206 6.817 9.272 -0.0766
C 12.686 7.913 8.527 -0.0563
C 12.986 9.102 9.183 -0.1057
H 15.785 9.361 10.247 0.0993
H 15.393 10.962 9.511 0.0704
H 17.910 12.313 12.197 0.0703
H 16.218 12.148 12.795 0.0654
H 16.661 14.606 13.740 0.0899
H 17.634 16.550 14.856 0.1026
H 18.783 18.338 13.527 0.1044
H 18.725 18.272 11.149 0.1105
H 17.622 16.350 9.900 0.1129
H 19.049 13.774 10.228 0.1302
H 20.159 13.845 8.011 0.1141
H 18.805 13.579 5.938 0.1041
H 16.273 13.530 6.104 0.1135
H 15.282 13.798 8.323 0.0726
H 17.250 9.796 8.838 0.1145
H 19.319 8.432 8.259 0.1187
H 21.169 8.265 9.902 0.0952
H 21.035 9.665 12.035 0.1135
H 18.985 10.788 12.607 0.0931
H 13.730 11.895 13.826 0.0824
H 14.294 11.143 16.211 0.0874
H 14.928 8.872 16.656 0.1079
H 15.254 7.266 14.850 0.1093
H 14.748 7.965 12.460 0.1164
H 12.234 8.187 12.336 0.0977
H 11.545 6.181 11.261 0.1015
H 12.020 5.881 8.769 0.0981
H 12.759 7.915 7.453 0.1006
H 13.158 10.018 8.667 0.0933
C 7.893 18.197 9.955 -0.3966
S 8.828 18.223 11.535 0.7370
C 7.956 16.813 12.334 -0.3924
H 7.148 17.451 9.844 0.0216
H 8.630 18.002 9.150 0.0261
H 7.433 19.187 9.768 0.0329
H 8.080 16.867 13.398 0.0225
H 8.415 15.924 11.882 0.0169
H 6.903 16.787 12.101 0.0333
O 12.889 16.389 10.496 -0.7501
S 13.068 17.618 9.570 0.9606
C 12.060 18.844 10.386 -0.3711
C 12.904 19.905 11.039 -0.2143
C 14.418 19.520 11.085 -0.2156
C 14.663 18.501 9.981 -0.2965
H 11.449 18.264 11.050 0.0145
H 11.406 19.186 9.561 0.0959
H 12.525 20.072 12.088 0.1320
H 12.844 20.832 10.442 0.1127
H 14.737 19.133 12.055 0.1078
H 14.973 20.463 10.818 0.1217
H 15.439 17.717 10.152 0.0786
H 14.934 19.013 9.062 0.0820
C 9.112 10.608 12.357 -0.0936
C 8.287 11.746 11.712 -0.3665
C 8.315 13.057 12.519 -0.0923
C 8.635 11.777 10.195 -0.1662
C 7.811 11.207 9.244 -0.1226
C 8.215 11.077 7.946 -0.1626
C 9.325 11.816 7.405 -0.0872
C 10.122 12.566 8.236 -0.1895
C 11.242 13.494 7.761 -0.4171
C 10.794 14.939 8.115 -0.0881
C 11.627 13.277 6.294 -0.1003
C 9.882 12.378 9.710 -0.4308
N 10.808 12.625 10.576 -0.3233
H 8.863 10.522 13.403 0.0493
H 10.208 10.834 12.371 0.0566
H 8.963 9.647 11.922 0.0565
H 7.284 11.357 11.686 0.1035
H 9.345 13.474 12.501 0.0485
H 8.005 12.886 13.566 0.0705
H 7.648 13.767 12.033 0.0540
H 6.879 10.757 9.497 0.0884
H 7.614 10.494 7.268 0.0627
H 9.449 11.787 6.285 0.0991
H 12.162 13.219 8.352 0.0422
H 10.081 15.279 7.306 0.0980
H 11.614 15.683 8.161 0.0234
H 10.299 15.074 9.092 0.0695
H 10.752 13.395 5.630 0.0725
H 12.065 12.279 6.107 0.0808
H 12.346 14.036 5.947 0.0672
```

---

Record 3
ORCA calculation (ωB97M-V with the def2-TZVPD basis set) on a molecular structure, C50H62BN12ORuS3Te.

Output
Energy above the lowest of the compared OMol25 structures with the same formula, charge and spin = 223.3 kcal per mole
Kohn-Sham gap (alpha / beta) = 6.90 / 5.23 eV
<S²> = 8.792
LUMO level (alpha / beta) = -5.35 / -7.12 eV
Net charge = +2
Spin multiplicity = 6

```
131
Properties=species:S:1:pos:R:3:mulliken_spin:R:1
Ru 0.781 -0.558 -0.240 1.9471
C 1.626 -6.206 2.129 0.0046
C 0.370 -6.053 1.273 0.0432
C 0.702 -5.794 -0.197 -0.0076
C -0.435 -7.349 1.363 -0.0002
N -0.468 -4.909 1.803 0.0135
C -1.743 -5.063 2.322 -0.0021
C -2.176 -3.851 2.688 0.0104
N -1.179 -2.922 2.404 -0.0010
B -1.682 -1.453 2.650 0.0418
N -2.810 -1.165 1.652 0.0096
C -4.104 -0.922 2.067 0.0115
C -4.841 -0.662 0.974 -0.0023
N -3.997 -0.734 -0.124 0.0143
C -2.756 -1.054 0.311 -0.0084
S -1.398 -1.381 -0.727 0.0497
C -4.446 -0.477 -1.548 0.0002
C -4.330 -1.771 -2.350 0.0029
C -5.906 -0.030 -1.537 -0.0010
C -3.606 0.653 -2.147 0.0048
N -0.556 -0.319 2.596 0.0412
C 1.549 -0.163 2.653 0.0274
C 1.639 1.315 2.462 0.1448
N 0.656 3.097 2.041 0.0320
C -0.880 1.141 2.432 0.0491
S -2.261 1.790 1.981 0.1248
C -0.194 5.329 1.368 0.0028
C -1.494 5.793 1.987 0.0019
C 2.104 5.084 2.494 -0.0031
C -0.219 5.062 -0.100 -0.0007
C -0.131 -3.597 1.874 -0.0376
S 1.416 -2.996 1.395 0.5344
H 2.175 -7.087 1.793 0.0002
H 1.358 -6.350 3.178 0.0010
H 2.288 -5.345 2.051 0.0005
H 1.235 -6.659 -0.594 -0.0005
H 1.336 -4.917 -0.328 0.0104
H -0.215 -5.657 -0.776 -0.0019
H 0.185 -8.151 0.965 0.0000
H -1.346 -7.310 0.763 0.0000
H -0.685 -7.610 2.393 -0.0003
H -2.243 -6.010 2.394 0.0008
H -3.120 -3.563 3.121 0.0011
H -2.125 -1.387 3.767 0.0002
H -4.383 -0.934 3.107 0.0009
H -5.885 -0.423 0.901 0.0007
H -4.940 -2.555 -1.897 0.0000
H -3.300 -2.117 -2.415 0.0013
H -4.697 -1.596 -3.362 -0.0001
H -6.572 -0.807 -1.158 0.0000
H -6.199 0.175 -2.565 0.0001
H -6.049 0.887 -0.962 0.0000
H -2.570 0.355 -2.295 -0.0073
H -3.635 1.533 -1.500 -0.0001
H -4.028 0.924 -3.115 0.0001
H 2.478 -0.716 2.688 0.0057
H 2.465 1.760 3.016 -0.0317
H -2.109 4.934 2.271 -0.0010
H -2.064 6.411 1.290 0.0000
H -1.300 6.384 2.886 0.0000
H 2.654 4.514 3.246 0.0026
H 2.063 6.127 2.811 0.0001
H 2.643 5.047 1.548 -0.0005
H -1.179 5.218 -0.586 -0.0014
H 1.688 4.183 -0.409 -0.0053
H 0.006 7.109 0.292 -0.0001
N 0.357 0.702 4.726 0.2108
C 0.511 -0.345 3.787 -0.0112
N 0.564 -0.624 1.689 0.3378
C 0.367 1.979 2.908 -0.1874
N 0.134 1.987 4.324 0.7018
C 1.480 2.192 1.190 -0.0467
C 0.693 4.531 2.346 0.0028
N 0.473 6.222 0.434 -0.0003
C 0.689 4.064 -0.811 0.0025
C 0.231 2.635 -0.734 0.0222
N 0.582 1.753 0.107 0.0387
H -0.049 0.496 5.626 -0.0039
H 0.505 -1.326 4.251 -0.0269
H 0.196 4.591 3.317 0.0125
H 0.723 4.334 -1.870 0.0062
H -0.514 2.310 -1.465 0.0058
C 5.962 -6.531 -5.043 -0.0006
C 5.410 -5.417 -4.195 0.0113
C 4.058 -5.086 -4.233 -0.0019
C 3.532 -4.056 -3.467 -0.0149
C 2.053 -3.758 -3.563 0.0412
C 4.401 -3.332 -2.631 -0.0371
Te 3.593 -1.930 -1.254 0.6849
N 2.745 0.207 -0.011 0.1592
C 3.359 1.265 0.283 0.0232
O 2.737 2.486 0.657 0.0246
C 4.837 1.449 0.300 -0.0138
C 5.664 0.382 0.643 0.0308
C 7.042 0.542 0.657 0.0036
C 7.602 1.769 0.322 -0.0020
C 6.781 2.837 -0.011 0.0035
C 5.402 2.683 -0.012 0.0019
C 2.751 -0.615 -2.663 0.1822
C 1.378 -0.418 -2.553 -0.1507
C 0.722 0.492 -3.363 -0.0316
C 1.471 1.240 -4.262 0.0054
C 2.845 1.063 -4.342 0.0018
C 3.522 0.136 -3.544 -0.1391
C 5.019 -0.023 -3.642 0.0601
C 5.767 -3.639 -2.576 -0.0334
C 6.766 -2.873 -1.733 0.0231
C 6.244 -4.682 -3.363 -0.0037
H 5.167 -7.137 -5.474 -0.0001
H 6.615 -7.181 -4.458 0.0008
H 6.559 -6.127 -5.863 0.0011
H 3.394 -5.654 -4.877 0.0013
H 1.539 -4.543 -4.117 0.0012
H 1.871 -2.814 -4.080 0.0021
H 1.586 -3.695 -2.575 -0.0005
H 5.227 -0.565 0.931 -0.0168
H 7.679 -0.288 0.938 -0.0006
H 8.678 1.895 0.334 -0.0001
H 7.215 3.796 -0.265 0.0000
H 4.762 3.518 -0.267 0.0001
H 0.781 -1.181 -1.983 0.0946
H -0.355 0.595 -3.310 0.0096
H 0.981 1.956 -4.910 0.0002
H 3.416 1.657 -5.048 0.0000
H 5.455 0.751 -4.270 -0.0003
H 5.278 -0.995 -4.068 -0.0025
H 5.485 0.043 -2.655 -0.0167
H 6.306 -2.103 -1.112 0.0035
H 7.497 -2.373 -2.373 0.0053
H 7.319 -3.548 -1.077 0.0003
H 7.303 -4.923 -3.326 0.0002
```

---

Which formula does entry 1 have?
C50H59BIN8O14